[1]
A 2-piece molecular cluster, C3H10NO overall. Source: the OMol25 dataset; level of theory: ωB97M-V with the def2-TZVPD basis set.

Calculated values
LUMO energy: 0.1631 hartree
Relative energy (zero: lowest compared OMol25 entry of this formula, charge and spin): 13.0 kcal per mole
DFT total energy: -6810.2106 eV
Highest occupied orbital energy: -2.470 eV
Charge: -1
HOMO-LUMO gap: 6.909 eV

Element x y z (Å)
C 2.19594 1.76550 -0.30128
C -1.30228 0.24398 0.57252
H -0.33465 -2.08998 0.72894
H 2.59989 2.31772 0.54366
H -0.65711 -2.68308 -0.93781
H -1.97747 -2.49757 0.27438
H 1.71729 2.46631 -0.98366
H 2.96886 1.20735 -0.83058
H -1.63166 1.20401 0.09032
C -1.04005 -2.08680 -0.10799
H -0.39094 -0.43593 -1.03690
O -0.16660 0.31900 1.27109
N -1.26420 -0.71840 -0.59664
H -2.17466 -0.08088 1.18602
H 1.45764 1.06876 0.12791

Atoms 1-6, force components in eV/Å:
-0.2 -0.3 0.2
0.2 0.2 0.2
0.2 -0.1 0.0
0.3 0.1 0.0
-0.1 -0.3 0.1
-0.1 -0.1 -0.2

Here are the Mulliken charges for atoms 1 to 5, given in e:
1. C -0.800
2. C -0.533
3. H 0.322
4. H 0.245
5. H 0.324

---

[2]
A 2-piece molecular cluster, C3H10NO overall in a non-equilibrium geometry. Source: the OMol25 dataset; level of theory: ωB97M-V with the def2-TZVPD basis set.

Calculated values
LUMO energy: 0.1579 hartree
Relative energy (zero: lowest compared OMol25 entry of this formula, charge and spin): 51.6 kcal per mole
DFT total energy: -6808.5375 eV
Highest occupied orbital energy: -2.691 eV
Charge: -1
HOMO-LUMO gap: 6.986 eV

Element x y z (Å)
H -0.21805 0.24217 0.29115
N -0.31041 -0.61469 -0.26637
C 1.30341 2.37466 0.65918
O 0.30043 1.47175 1.01654
H 0.57490 -2.44771 -0.82557
H -1.64677 0.12770 -1.63044
H 1.06379 -1.69360 0.83019
H -1.73942 -1.80766 -1.37030
H -2.35331 -0.34591 -0.12677
C -1.56106 -0.73720 -0.92355
H -0.34555 -2.62264 0.73061
C 0.24490 -1.86448 0.07130
H 2.19716 1.89748 0.22932
H 1.57380 2.99395 1.62161
H 0.91617 3.02619 -0.30689

Atoms 1-6, force components in eV/Å:
1.1 0.7 0.8
-0.3 -2.3 -1.7
-2.4 0.1 -0.2
1.0 1.2 0.3
0.1 0.3 0.6
-0.1 -1.1 -0.4

Here are the Mulliken charges for atoms 1 to 5, given in e:
1. H 0.376
2. N -0.143
3. C -0.482
4. O -0.845
5. H 0.231

---

[3]
A 2-piece molecular cluster, C3H10NO overall in a non-equilibrium geometry. Source: the OMol25 dataset; level of theory: ωB97M-V with the def2-TZVPD basis set.

Calculated values
LUMO energy (spin up / spin down): 0.0373 / -0.0800 hartree
Relative energy (zero: lowest compared OMol25 entry of this formula, charge and spin): 48.9 kcal per mole
DFT total energy: -6806.6258 eV
Highest occupied orbital energy (spin up / spin down): -9.105 / -8.911 eV
Spin multiplicity: 2
Charge: 0
HOMO-LUMO gap (spin up / spin down): 10.120 / 6.735 eV

Element x y z (Å)
O -0.25439 -1.59780 0.31638
C 0.48739 -1.81959 1.46202
H 1.40017 -1.06049 1.57212
H -0.61870 2.65812 0.22612
H 0.25284 -0.04574 0.05350
H -1.03268 1.47563 1.19783
H -0.11381 -1.60724 2.42867
H -1.75518 1.56957 -0.46340
C 0.30728 0.84742 -1.74555
H 0.64361 -0.16227 -2.18587
H 1.11248 -2.89818 1.61715
H -0.77264 0.89174 -2.19602
N 0.32150 0.91786 -0.29259
H 0.92978 1.58866 -2.22874
C -0.83822 1.63012 0.19950

Atoms 1-6, force components in eV/Å:
1.2 -0.9 1.3
1.5 -0.5 2.1
-1.6 -1.1 -0.7
0.5 1.7 -0.4
0.1 0.4 -0.2
-0.6 -1.2 2.2

Here are the Mulliken charges for atoms 1 to 5, given in e:
1. O -0.385
2. C -0.497
3. H 0.257
4. H 0.367
5. H 0.428

---

[4]
A 2-piece molecular cluster, C3H10NO overall in a non-equilibrium geometry. Source: the OMol25 dataset; level of theory: ωB97M-V with the def2-TZVPD basis set.

Calculated values
LUMO energy: -0.1239 hartree
Relative energy (zero: lowest compared OMol25 entry of this formula, charge and spin): 39.2 kcal per mole
DFT total energy: -6802.6090 eV
Highest occupied orbital energy: -14.461 eV
Charge: +1
HOMO-LUMO gap: 11.090 eV

Element x y z (Å)
H 0.25834 -0.95342 -1.36782
H 0.46271 -1.70500 0.06243
H 0.75408 3.06440 -0.25837
H -1.88159 -2.25553 1.15067
C 0.71266 0.31293 0.06032
C -0.13871 1.12269 -0.45506
C -0.23171 2.66588 -0.14008
H -0.93622 3.07351 -0.81269
H 1.78266 -1.05793 -1.03840
O -1.00163 -2.37399 0.86191
N 0.90813 -0.94928 -0.55757
H 1.42947 0.50505 0.85574
H -0.38306 2.75302 0.94674
H -0.73596 -3.02460 1.50099
H -1.14774 0.62837 -0.82266

Atoms 1-6, force components in eV/Å:
0.1 -0.1 0.4
1.2 0.3 -0.7
0.5 0.4 -0.6
-1.9 0.8 0.0
2.9 0.3 1.2
-4.7 2.6 0.1

Here are the Mulliken charges for atoms 1 to 5, given in e:
1. H 0.369
2. H 0.334
3. H 0.336
4. H 0.301
5. C -0.104

---

[5]
An isolated ion of composition C3H10NO and charge +1 in a non-equilibrium geometry. Source: the OMol25 dataset; level of theory: ωB97M-V with the def2-TZVPD basis set.

Calculated values
LUMO energy: -0.1248 hartree
Relative energy (zero: lowest compared OMol25 entry of this formula, charge and spin): 28.8 kcal per mole
DFT total energy: -6803.0639 eV
Highest occupied orbital energy: -15.129 eV
Charge: +1
SMILES: C[NH2+]CCO
HOMO-LUMO gap: 11.734 eV

Element x y z (Å)
H -0.80955 1.61232 0.23198
H -1.72415 -0.97256 1.43673
H 1.22576 0.49899 -2.74273
H -0.32797 -2.08045 1.65256
H -1.08320 0.22460 -0.78803
N 0.22126 -0.36944 0.79483
H 1.81434 1.24739 -0.42035
C 0.85364 1.13382 -1.03100
C -0.81309 -1.37113 1.05240
C -0.30376 0.70656 -0.11703
H 1.07641 -0.78975 0.33538
H -0.99137 -1.63791 0.02769
H 0.66073 2.14154 -1.50557
O 0.96749 0.03845 -1.96249
H 0.44407 0.05690 1.71607

Atoms 1-6, force components in eV/Å:
0.3 -0.6 1.4
-0.3 0.5 0.6
0.5 -0.2 -1.5
-0.1 -1.5 0.8
1.1 0.4 0.8
0.1 2.3 1.1

Here are the Mulliken charges for atoms 1 to 5, given in e:
1. H 0.414
2. H 0.355
3. H 0.311
4. H 0.372
5. H 0.282

---

[6]
A 2-piece molecular cluster, C3H10NO overall in a non-equilibrium geometry. Source: the OMol25 dataset; level of theory: ωB97M-V with the def2-TZVPD basis set.

Calculated values
LUMO energy: -0.3792 hartree
Relative energy (zero: lowest compared OMol25 entry of this formula, charge and spin): 184.7 kcal per mole
DFT total energy: -6796.3034 eV
Highest occupied orbital energy: -15.614 eV
Charge: +1
HOMO-LUMO gap: 5.294 eV

Element x y z (Å)
H 2.86446 0.21336 0.50870
H -0.60262 -1.42229 -0.74592
H -2.38393 0.05186 0.85312
H 2.37508 -0.83344 -0.81499
C 1.95074 -0.07274 -0.18097
N -0.53364 -0.74792 0.02633
H -3.31478 0.95660 -0.31744
C -3.33199 0.43751 0.63239
H 1.10835 -1.82248 0.71307
H 2.12044 1.58969 -1.64968
C 0.89016 -0.71884 0.56733
H 1.00705 -0.38214 1.65270
O 1.40451 1.02050 -1.03739
H -4.05404 -0.31521 0.44606
H -3.67407 1.15981 1.35666

Atoms 1-6, force components in eV/Å:
-2.2 -0.1 -1.1
0.3 0.0 -0.7
0.9 -0.4 0.5
0.2 -0.1 -0.7
4.3 2.1 -3.2
3.8 0.4 1.9

Here are the Mulliken charges for atoms 1 to 5, given in e:
1. H 0.313
2. H 0.334
3. H 0.112
4. H 0.304
5. C -0.282

---

[7]
A 2-piece molecular cluster, C3H10NO overall in a non-equilibrium geometry. Source: the OMol25 dataset; level of theory: ωB97M-V with the def2-TZVPD basis set.

Calculated values
LUMO energy (spin up / spin down): -0.3345 / -0.5163 hartree
Relative energy (zero: lowest compared OMol25 entry of this formula, charge and spin): 72.5 kcal per mole
DFT total energy: -6788.8461 eV
Highest occupied orbital energy (spin up / spin down): -21.571 / -21.678 eV
Spin multiplicity: 2
Charge: +2
HOMO-LUMO gap (spin up / spin down): 12.470 / 7.629 eV

Element x y z (Å)
H -0.91805 1.42868 0.31411
H 0.43431 2.04544 -2.40630
O 0.32014 0.06535 -0.55599
H 0.46513 -2.10765 3.11866
C 0.53405 -2.35845 1.15417
H -0.07192 -2.31310 0.22705
H -1.47388 0.66562 -1.23481
C -0.02219 2.30224 -1.44178
H 1.58089 -2.58833 0.94394
C -0.59895 1.17427 -0.69449
N -0.08354 -2.18342 2.25607
H -1.10537 -2.08558 2.24766
H -0.79882 3.04947 -1.71520
H 0.93389 0.11582 -1.32832
H 0.80430 2.78963 -0.88477

Atoms 1-6, force components in eV/Å:
-0.6 -0.3 0.3
-0.1 -0.3 0.0
-1.3 1.4 -0.6
-0.6 -0.3 0.1
-1.2 -0.3 -1.6
0.2 -0.3 0.8

Here are the Mulliken charges for atoms 1 to 5, given in e:
1. H 0.334
2. H 0.454
3. O -0.154
4. H 0.311
5. C -0.108